{
  "formula": "CH6N4",
  "method": "ωB97M-V/def2-TZVPD",
  "total_energy_ha": -260.588953,
  "homo_lumo_gap_ha": 0.35263,
  "de_lowest_kcal_mol": 70.8,
  "smiles": "N/N=C\\NN",
  "species": ["H", "N", "H", "H", "C", "N", "N", "H", "H", "H", "N"],
  "xyz": [[1.273, 0.230, -0.510], [0.848, 0.259, 0.353], [-0.725, -0.833, 1.146], [-0.915, 1.350, -1.520], [-0.284, -0.428, 0.268], [1.444, 0.174, 1.621], [-1.325, -0.456, -0.575], [0.926, 0.767, 2.339], [1.624, -0.871, 1.834], [-1.718, 0.285, -2.205], [-0.791, 0.257, -1.784]],
  "nbo_charge": [0.398, -0.466, 0.169, 0.315, 0.202, -0.671, -0.329, 0.382, 0.361, 0.355, -0.718]
}